No. 1
Entry from OMol25: a gas-phase ion, C4H11N3 (charge +1) in a non-equilibrium geometry (the ωB97M-V functional and the def2-TZVPD basis).

Structure (XYZ):
```
18
C4H11N3 (the ωB97M-V functional and the def2-TZVPD basis)
C -0.416 -1.689 0.053
C -0.601 -0.522 1.072
C 0.421 0.650 1.068
N -0.698 2.212 -0.996
C 0.403 1.320 -1.195
N 1.040 0.765 -0.306
N 1.078 -2.165 0.099
H -1.000 -2.548 0.448
H -0.757 -1.520 -0.951
H -0.631 -0.800 2.123
H -1.525 0.075 0.840
H -0.096 1.604 1.318
H 1.441 0.561 1.587
H -0.820 2.867 -1.721
H -1.477 2.034 -0.351
H 0.571 1.263 -2.340
H 1.429 -2.779 -0.685
H 1.638 -1.330 -0.063
```

Calculated values
gap between HOMO and LUMO (alpha / beta)	0.42308 / 0.18372	Ha
⟨S²⟩	0.76
multiplicity	2
relative energy (zero: lowest compared OMol25 entry of this formula, charge and spin)	3.268	eV
charge	+1
energy	-322.88482	hartree
HOMO (alpha / beta)	-0.5267 / -0.5038	Ha

---

No. 2
Entry from OMol25: 2 unconnected molecules or ions with the total composition C2H10NO2 in a non-equilibrium geometry (the ωB97M-V functional and the def2-TZVPD basis).

Structure (XYZ):
```
15
C2H10NO2 (the ωB97M-V functional and the def2-TZVPD basis)
C -0.694 0.022 0.786
O -1.590 0.476 -0.235
C 0.600 0.829 0.804
N 1.821 0.006 0.469
H -0.650 -1.039 0.487
H -1.270 0.061 1.731
H -1.795 1.386 -0.038
H 0.509 1.669 0.102
H 0.671 1.321 1.770
H 1.985 -0.681 1.209
H 2.633 0.608 0.352
H 1.547 -0.617 -0.296
H -0.881 -0.690 -2.341
H -1.924 -1.693 -2.345
O -0.961 -1.660 -2.454
```

Calculated values
gap between HOMO and LUMO	0.38697	Ha
multiplicity	1
relative energy (zero: lowest compared OMol25 entry of this formula, charge and spin)	1.296	eV
charge	+1
energy	-287.14872	hartree
HOMO	-0.5339	Ha

---

No. 3
Entry from OMol25: a single C5H8O2S molecule in a non-equilibrium geometry (the ωB97M-V functional and the def2-TZVPD basis).

Structure (XYZ):
```
16
C5H8O2S (the ωB97M-V functional and the def2-TZVPD basis)
C 2.509 -1.050 -0.191
C -2.294 0.919 0.817
C -0.993 1.007 0.608
C 0.128 1.884 0.951
C 1.507 -2.721 -1.200
O 1.557 -0.430 0.329
O 2.739 -1.982 -1.027
S -0.415 -0.556 0.049
H -2.959 1.703 0.935
H -2.625 -0.140 0.581
H 0.813 1.199 1.493
H -0.138 2.825 1.457
H 0.672 2.159 0.052
H 0.788 -2.250 -0.470
H 1.764 -3.801 -0.805
H 1.000 -2.732 -2.173
```

Calculated values
gap between HOMO and LUMO (alpha / beta)	0.27548 / 0.29313	Ha
multiplicity	1
relative energy (zero: lowest compared OMol25 entry of this formula, charge and spin)	5.890	eV
energy	-743.77094	hartree
HOMO (alpha / beta)	-0.2848 / -0.2968	Ha